[1]
Formula: C3H4N2O
Source: the OMol25 dataset
Level of theory: wB97M-V/def2-TZVPD

```
10
Properties=species:S:1:pos:R:3
O 0.421 0.008 2.010
C 0.113 0.152 0.692
C 0.683 -0.482 -0.426
C -0.199 -0.189 -1.446
N -1.231 0.576 -1.027
N -1.127 0.764 0.278
H -0.127 -0.700 2.374
H 1.600 -1.053 -0.448
H -0.134 -0.470 -2.491
H 0.001 1.394 0.483
```

Its maximum force is 0.34 eV/A. For the orbital gap, the calculation gives 10.41 eV. The calculation puts the energy at -301.35548 Ha. The energy above the lowest of the compared OMol25 structures with the same formula, charge and spin comes out at 345.92 kJ/mol.

[2]
Formula: CH2N2O2S
Source: the OMol25 dataset
Level of theory: wB97M-V/def2-TZVPD

```
8
Properties=species:S:1:pos:R:3
C -2.058 -0.096 -0.024
N -0.930 0.244 -0.071
N 0.258 0.199 0.716
O 2.217 -0.744 -0.519
O -3.162 -0.398 -0.127
S 1.796 0.733 -0.039
H 1.819 -0.840 -1.444
H 0.061 0.903 1.508
```

Its maximum force is 3.10 eV/A. As for the SMILES: O=C=NNSO. For the orbital gap, the calculation gives 9.68 eV. The calculation puts the energy at -697.39774 Ha. The energy above the lowest of the compared OMol25 structures with the same formula, charge and spin comes out at 402.28 kJ/mol.

[3]
Formula: C5H10N3
Source: the OMol25 dataset
Level of theory: wB97M-V/def2-TZVPD

```
18
Properties=species:S:1:pos:R:3
C 2.090 -0.837 -0.031
C 1.436 -2.025 -0.353
C -0.066 -0.415 0.027
C -1.442 0.232 -0.205
C 1.302 1.559 0.247
N 1.128 0.163 0.099
N 0.122 -1.705 -0.330
N -2.367 -0.616 0.635
H 3.144 -0.854 0.077
H 1.843 -2.896 -0.759
H -1.337 1.270 0.203
H -1.725 0.199 -1.276
H 0.438 2.098 0.623
H 2.150 1.660 0.990
H 1.727 1.988 -0.610
H -3.298 -0.408 0.321
H -2.275 -0.437 1.620
H -0.532 -2.395 -0.665
```

Its maximum force is 3.98 eV/A. As for the SMILES: Cn1cc[nH+]c1CN. For the orbital gap, the calculation gives 10.42 eV. The calculation puts the energy at -360.53666 Ha. Its charge is +1. The energy above the lowest of the compared OMol25 structures with the same formula, charge and spin comes out at 100.93 kJ/mol.

[4]
Formula: C4H6INO
Source: the OMol25 dataset
Level of theory: wB97M-V/def2-TZVPD

```
13
Properties=species:S:1:pos:R:3
C 0.574 1.017 -0.016
C 0.642 -1.119 -0.402
C -1.819 0.084 0.418
C -0.568 0.031 -0.311
N 1.481 0.018 -0.623
O -1.817 0.231 -0.930
I 3.347 -0.095 0.330
H 0.671 1.905 -0.545
H 0.627 1.159 0.988
H 0.655 -1.775 0.481
H 0.672 -1.722 -1.311
H -2.487 -0.671 0.905
H -1.976 0.937 1.015
```

Its maximum force is 3.89 eV/A. As for the SMILES: IN1CC2(CO2)C1. For the orbital gap, the calculation gives 9.03 eV. The calculation puts the energy at -583.55778 Ha. The energy above the lowest of the compared OMol25 structures with the same formula, charge and spin comes out at 424.68 kJ/mol.

Q: Which E_LUMO values were calculated for the entries above? A: 0.36, 0.36, -3.30, -0.10, in eV.